[1]
{"formula": "FOPS", "method": "wB97M-V/def2-TZVPD", "charge": 0, "e_lumo_ev": [-2.7, -2.8], "orbital_gap_ev": [6.4, 6.3], "e_above_lowest_kcal_mol": 101.4, "e_tot_ha": -914.536975, "symbols": ["O", "F", "P", "S"], "coordinates": [[0.2573, 0.1100, 2.3931], [-1.0897, 0.7243, -2.4328], [0.5925, -0.8702, 1.4052], [0.2398, 0.0359, -1.3654]], "forces_ev_per_a": [[-0.3, 0.5, 0.8], [2.1, -1.2, 2.5], [-0.3, 0.3, -2.5], [-1.5, 0.4, -0.8]], "mulliken_charge": [-0.24, -0.34, 0.65, -0.07]}


[2]
{"formula": "C6H15NO2", "method": "wB97M-V/def2-TZVPD", "charge": 0, "e_lumo_ev": [0.1, -1.7], "orbital_gap_ev": [9.0, 5.8], "e_above_lowest_kcal_mol": 174.3, "e_tot_ha": -442.603427, "symbols": ["C", "C", "C", "C", "O", "H", "H", "H", "H", "H", "H", "H", "H", "C", "C", "N", "O", "H", "H", "H", "H", "H", "H", "H"], "coordinates": [[-0.6299, -0.3069, 1.0584], [1.6637, -0.9834, 0.1117], [-0.5741, -1.3055, 2.1862], [0.7348, 0.1913, 0.4611], [1.2137, 1.0536, 1.3204], [-1.2115, 0.5729, 1.3367], [-1.1285, -0.7057, 0.0915], [1.9111, -1.4956, 1.0390], [1.2196, -1.6875, -0.5929], [2.5927, -0.6029, -0.3106], [-0.1735, -2.2685, 1.8672], [-1.5626, -1.4673, 2.6210], [0.0744, -0.9058, 2.9706], [-0.0500, 2.2500, -0.7600], [-1.6325, -0.6179, -1.4952], [0.2322, 0.8311, -0.8650], [1.0227, 0.5951, -2.0141], [1.8829, 1.0212, -1.8522], [0.8688, 2.8127, -0.5503], [-0.7265, 2.4217, 0.0742], [-0.4991, 2.5871, -1.6941], [-0.8332, -0.9123, -2.1573], [-2.1066, 0.3296, -1.6998], [-2.2886, -1.4072, -1.1465]], "forces_ev_per_a": [[-0.4, -0.1, -0.2], [0.0, 0.1, 0.3], [0.3, 0.1, 0.2], [-0.3, 0.1, -2.0], [0.0, -0.1, 0.4], [0.0, 0.0, 0.0], [0.4, 0.3, 0.8], [0.0, 0.0, 0.0], [-0.1, 0.2, 0.1], [0.0, 0.0, 0.0], [0.0, 0.0, 0.0], [0.0, 0.0, -0.1], [-0.1, -0.1, 0.1], [0.4, -0.2, 0.0], [-0.7, -0.5, -0.7], [0.4, 0.1, 0.7], [0.1, 0.1, 0.5], [-0.1, 0.0, -0.1], [0.0, 0.1, -0.1], [-0.1, 0.0, 0.0], [0.0, 0.0, 0.1], [0.0, 0.0, 0.0], [0.0, 0.0, 0.0], [-0.1, -0.1, -0.1]], "mulliken_charge": [0.13, -1.66, -1.38, 1.23, -0.63, 0.37, -0.20, 0.45, 0.29, 0.42, 0.33, 0.41, 0.31, -1.03, -1.01, 0.18, -0.50, 0.32, 0.35, 0.27, 0.35, 0.33, 0.26, 0.40]}


[3]
{"formula": "C83H68F3KN4O4P5Si", "method": "wB97M-V/def2-TZVPD", "charge": -1, "e_lumo_ev": 1.6, "orbital_gap_ev": 4.3, "e_tot_ha": -6619.645902, "symbols": ["K", "C", "C", "C", "C", "C", "C", "P", "C", "C", "C", "C", "C", "C", "C", "C", "C", "C", "C", "C", "Si", "C", "C", "C", "C", "C", "C", "P", "C", "C", "C", "C", "C", "C", "C", "C", "C", "C", "C", "C", "C", "C", "C", "C", "C", "C", "P", "C", "C", "C", "C", "C", "C", "C", "C", "C", "C", "C", "C", "H", "H", "H", "H", "H", "H", "H", "H", "H", "H", "H", "H", "H", "H", "H", "H", "H", "H", "H", "H", "H", "H", "H", "H", "H", "H", "H", "H", "H", "H", "H", "H", "H", "H", "H", "H", "H", "H", "H", "H", "H", "H", "O", "P", "C", "P", "O", "C", "C", "C", "C", "C", "C", "C", "C", "C", "C", "C", "C", "C", "C", "C", "C", "C", "C", "C", "C", "C", "C", "C", "C", "H", "H", "H", "H", "H", "H", "H", "H", "H", "H", "H", "H", "H", "H", "H", "H", "H", "H", "H", "H", "H", "H", "N", "C", "N", "N", "C", "N", "H", "H", "H", "H", "F", "C", "F", "F", "C", "O", "O"], "coordinates": [[0.4272, -0.2534, -0.1589], [4.5646, 1.3133, 3.5742], [4.3386, 2.6415, 3.2556], [3.1827, 3.0085, 2.5923], [2.2255, 2.0550, 2.2516], [2.4570, 0.7294, 2.5952], [3.6197, 0.3589, 3.2441], [0.7130, 2.3918, 1.2434], [1.4025, 3.9223, 0.5091], [1.1977, 5.2319, 0.9275], [1.8618, 6.2730, 0.2984], [2.6975, 6.0270, -0.7773], [2.8918, 4.7237, -1.2121], [2.2646, 3.6815, -0.5611], [-0.3728, 2.9919, 2.5783], [0.1068, 3.8037, 3.5976], [-0.7473, 4.2641, 4.5839], [-2.0872, 3.9262, 4.5392], [-2.5496, 3.0770, 3.5472], [-1.7046, 2.5700, 2.5679], [-2.1413, 1.0547, 1.4278], [-3.5035, 1.6781, 0.2506], [-4.7534, 1.1120, 0.0321], [-5.6100, 1.6267, -0.9217], [-5.2276, 2.7171, -1.6894], [-3.9602, 3.2503, -1.5341], [-3.1013, 2.7048, -0.5931], [-1.3872, 3.2557, -0.3260], [-0.7067, 3.1534, -2.0261], [0.2117, 2.1312, -2.2477], [0.8745, 2.0118, -3.4558], [0.5975, 2.8985, -4.4835], [-0.3464, 3.8966, -4.2912], [-0.9867, 4.0286, -3.0718], [-1.7640, 5.0399, -0.1884], [-1.0011, 6.0704, -0.7345], [-1.2843, 7.3901, -0.4295], [-2.3274, 7.7087, 0.4242], [-3.0866, 6.6901, 0.9803], [-2.7975, 5.3730, 0.6890], [-3.2725, 0.1421, 2.7001], [-4.5659, 0.4723, 3.0880], [-5.2682, -0.3055, 3.9914], [-4.6867, -1.4441, 4.5273], [-3.4002, -1.7919, 4.1625], [-2.7076, -1.0021, 3.2514], [-0.9856, -1.3201, 2.7577], [-0.9702, -3.1345, 3.0625], [-1.5116, -3.8504, 1.9949], [-1.5679, -5.2288, 2.0143], [-1.0775, -5.9234, 3.1097], [-0.5466, -5.2243, 4.1795], [-0.4877, -3.8416, 4.1586], [-0.1544, -0.7030, 4.2533], [1.1013, -1.2136, 4.5797], [1.7994, -0.7208, 5.6635], [1.2619, 0.3038, 6.4269], [0.0293, 0.8370, 6.0909], [-0.6744, 0.3439, 5.0072], [5.4828, 1.0246, 4.0661], [5.0755, 3.3958, 3.5050], [3.0460, 4.0490, 2.3214], [1.7268, -0.0131, 2.3085], [3.8106, -0.6782, 3.4710], [0.5275, 5.4441, 1.7492], [1.7185, 7.2868, 0.6504], [3.2054, 6.8472, -1.2683], [3.5491, 4.5228, -2.0478], [2.4526, 2.6586, -0.8542], [1.1571, 4.0544, 3.6472], [-0.3633, 4.8821, 5.3851], [-2.7657, 4.2966, 5.2981], [-3.5895, 2.7832, 3.5585], [-5.0526, 0.2524, 0.6158], [-6.5904, 1.1881, -1.0655], [-5.9069, 3.1353, -2.4228], [-3.6474, 4.0821, -2.1503], [0.4451, 1.4474, -1.4450], [1.6307, 1.2501, -3.5781], [1.1274, 2.8342, -5.4246], [-0.5688, 4.5901, -5.0938], [-1.6917, 4.8365, -2.9369], [-0.1807, 5.8412, -1.3992], [-0.6741, 8.1793, -0.8495], [-2.5449, 8.7423, 0.6600], [-3.9015, 6.9258, 1.6515], [-3.3774, 4.5755, 1.1342], [-5.0403, 1.3530, 2.6748], [-6.2731, -0.0258, 4.2834], [-5.2354, -2.0569, 5.2310], [-2.9436, -2.6782, 4.5844], [-1.8930, -3.2906, 1.1485], [-1.9927, -5.7711, 1.1785], [-1.1115, -7.0045, 3.1302], [-0.1794, -5.7623, 5.0444], [-0.0818, -3.3160, 5.0117], [1.5276, -1.9905, 3.9595], [2.7730, -1.1221, 5.9104], [1.8087, 0.6887, 7.2769], [-0.3918, 1.6418, 6.6778], [-1.6297, 0.7750, 4.7443], [0.8544, -2.2003, 0.6157], [1.5797, -3.2443, -0.1072], [0.3680, -4.0481, -1.2582], [-0.2229, -2.7910, -2.4641], [-0.3667, -1.4356, -1.9320], [0.8539, -2.8570, -3.9302], [0.9084, -1.6706, -4.6616], [1.7159, -1.5703, -5.7739], [2.4759, -2.6614, -6.1809], [2.4036, -3.8518, -5.4734], [1.5927, -3.9571, -4.3601], [-1.8231, -3.4389, -3.0515], [-2.9350, -2.6479, -2.7861], [-4.1798, -3.0198, -3.2574], [-4.3234, -4.1885, -3.9886], [-3.2170, -4.9853, -4.2470], [-1.9683, -4.6125, -3.7862], [2.9560, -2.9672, -1.2712], [4.0265, -3.8516, -1.2756], [5.0711, -3.6773, -2.1683], [5.0499, -2.6118, -3.0516], [3.9775, -1.7370, -3.0573], [2.9203, -1.9226, -2.1839], [2.0600, -4.5399, 1.0744], [2.6555, -4.0621, 2.2355], [2.9460, -4.9250, 3.2747], [2.6312, -6.2701, 3.1638], [2.0261, -6.7465, 2.0135], [1.7363, -5.8844, 0.9696], [-0.4989, -4.3129, -0.6447], [0.7465, -4.9316, -1.7681], [0.3240, -0.8311, -4.3094], [1.7783, -0.6390, -6.3218], [3.1248, -2.5812, -7.0410], [2.9963, -4.6991, -5.7889], [1.5592, -4.8884, -3.8127], [-2.8031, -1.7366, -2.2224], [-5.0353, -2.3913, -3.0607], [-5.2955, -4.4815, -4.3596], [-3.3325, -5.8969, -4.8182], [-1.1042, -5.2267, -4.0011], [4.0527, -4.6591, -0.5564], [5.9092, -4.3627, -2.1614], [5.8793, -2.4485, -3.7244], [3.9713, -0.8955, -3.7343], [2.1030, -1.2207, -2.1605], [2.8912, -3.0104, 2.2818], [3.4121, -4.5532, 4.1765], [2.8531, -6.9473, 3.9771], [1.7681, -7.7939, 1.9347], [1.2501, -6.2640, 0.0821], [-1.8827, -0.5680, -7.1379], [-1.9614, 0.2387, -6.0380], [-1.6951, 1.5587, -6.2192], [-2.3696, -0.2800, -4.9362], [-2.4813, 0.3513, -3.8029], [-2.5870, 0.8082, -2.7518], [-1.2359, -0.3172, -7.8686], [-1.9647, -1.5515, -6.9382], [-1.2112, 1.8721, -7.0407], [-1.6153, 2.1398, -5.3980], [5.8750, -0.2348, 0.8798], [4.9198, 0.2847, 0.0906], [4.8989, 1.6036, 0.3352], [5.3933, 0.1661, -1.1757], [3.5125, -0.4172, 0.1999], [3.5294, -1.5276, 0.7225], [2.6124, 0.2217, -0.3369]], "forces_ev_per_a": [[-2.5, 2.5, 0.7], [0.0, 0.0, 0.1], [0.1, 0.1, 0.1], [0.1, 0.0, 0.1], [0.1, 0.0, 0.1], [0.0, 0.3, 0.0], [0.2, 0.0, 0.1], [1.1, 0.2, 0.7], [-0.1, 0.1, 0.0], [0.2, -0.2, 0.1], [0.2, 0.2, 0.1], [0.0, 0.2, 0.0], [0.1, 0.0, -0.1], [0.0, 0.1, 0.0], [0.1, 0.2, 0.2], [0.0, 0.0, 0.0], [0.1, 0.1, 0.1], [-0.1, 0.0, 0.2], [-0.1, 0.1, 0.1], [-0.2, -0.2, -0.2], [-0.7, 0.2, 0.1], [0.3, 0.1, 0.1], [-0.2, -0.1, 0.0], [-0.2, -0.1, -0.1], [0.0, 0.2, -0.2], [-0.1, 0.0, 0.0], [-0.3, 0.2, 0.0], [-0.9, 0.9, -1.3], [0.2, -0.1, 0.0], [0.0, 0.1, -0.1], [0.0, 0.0, -0.1], [0.1, 0.0, 0.0], [0.0, 0.1, -0.2], [-0.1, -0.1, 0.1], [0.1, 0.2, 0.2], [-0.2, -0.2, -0.1], [0.0, 0.2, 0.0], [0.0, 0.0, 0.0], [-0.1, 0.2, 0.1], [0.0, -0.1, -0.1], [0.4, 0.0, -0.4], [-0.4, 0.1, 0.2], [-0.1, 0.2, 0.0], [0.0, -0.2, 0.2], [-0.2, -0.1, 0.1], [0.0, -0.2, 0.0], [0.1, -0.6, 0.5], [0.2, 0.0, -0.1], [0.0, 0.0, 0.1], [-0.1, -0.1, -0.1], [-0.1, -0.1, 0.1], [0.0, -0.2, 0.1], [-0.2, 0.1, -0.1], [0.2, 0.0, 0.0], [-0.1, 0.1, 0.1], [0.1, -0.1, 0.2], [0.1, 0.0, 0.1], [0.0, 0.1, 0.1], [0.0, -0.1, 0.0], [0.1, -0.1, 0.0], [0.0, 0.0, 0.0], [0.0, -0.1, 0.0], [0.0, -0.2, 0.0], [0.0, -0.2, 0.0], [0.0, 0.0, 0.0], [-0.1, 0.0, 0.0], [0.0, 0.0, 0.0], [0.0, 0.0, 0.0], [0.1, -0.1, -0.1], [0.0, 0.0, 0.0], [0.0, 0.1, 0.0], [0.0, 0.0, 0.0], [-0.1, 0.0, 0.0], [-0.1, 0.0, 0.0], [0.0, 0.0, 0.0], [0.0, 0.0, 0.0], [0.0, 0.1, -0.1], [0.0, 0.6, -0.4], [0.1, -0.1, 0.0], [0.1, 0.0, -0.1], [0.0, 0.1, 0.0], [0.0, 0.0, 0.0], [0.1, 0.0, 0.0], [0.0, 0.0, -0.1], [0.0, 0.0, 0.0], [0.0, 0.0, 0.1], [-0.1, 0.0, 0.0], [-0.1, 0.1, 0.0], [-0.1, 0.0, 0.0], [0.0, 0.0, 0.0], [0.0, 0.0, 0.0], [0.0, 0.0, -0.1], [0.0, 0.0, -0.1], [0.0, -0.1, 0.0], [0.0, 0.0, 0.0], [0.0, 0.0, 0.0], [0.1, -0.1, 0.0], [0.1, 0.0, 0.0], [0.0, 0.0, 0.0], [0.0, 0.1, 0.0], [-0.1, 0.0, 0.0], [0.3, -1.6, 1.1], [0.4, -2.1, -0.7], [0.0, 0.7, 0.1], [-0.4, -2.3, -0.8], [-0.4, 0.3, -0.8], [-0.2, 0.0, -0.1], [-0.3, -0.1, 0.3], [0.2, -0.1, -0.3], [-0.1, 0.1, 0.1], [0.1, -0.1, -0.2], [-0.3, 0.2, 0.2], [0.2, 0.2, 0.0], [0.2, 0.0, 0.2], [-0.2, -0.2, -0.1], [0.0, 0.1, 0.1], [0.0, -0.2, -0.1], [0.1, 0.1, 0.1], [-0.2, -0.2, 0.3], [-0.1, -0.1, 0.0], [0.0, -0.1, 0.0], [0.1, 0.0, -0.1], [-0.1, 0.0, 0.0], [0.2, 0.1, 0.0], [0.0, 0.3, -0.3], [0.1, 0.1, 0.0], [0.1, -0.1, 0.1], [0.1, 0.0, 0.0], [0.1, -0.2, 0.0], [0.1, 0.0, -0.1], [0.0, 0.0, -0.1], [0.1, 0.0, 0.0], [0.0, 0.2, 0.0], [0.0, 0.1, 0.0], [0.1, 0.0, -0.1], [0.0, -0.1, 0.0], [0.1, -0.1, 0.1], [0.0, 0.1, 0.1], [-0.1, 0.1, 0.0], [-0.1, 0.0, 0.0], [0.0, 0.0, 0.0], [0.1, -0.1, -0.1], [0.1, 0.0, 0.0], [0.0, 0.0, 0.0], [0.1, 0.0, -0.1], [0.0, 0.1, 0.0], [0.0, 0.1, -0.1], [0.1, 0.1, 0.1], [0.0, 0.1, 0.0], [0.0, 0.0, 0.1], [0.0, -0.1, 0.0], [-0.1, 0.0, -0.1], [0.1, 0.0, -0.2], [0.0, 0.7, -0.2], [-0.1, -0.3, 0.0], [0.0, -1.4, -0.7], [0.0, 0.5, 0.1], [-0.1, 0.1, 0.5], [-0.1, 0.0, 0.1], [0.1, 0.0, 0.1], [0.0, 0.0, 0.0], [0.1, 0.0, 0.1], [-0.2, -0.2, 0.1], [0.4, 0.2, 0.0], [-0.3, 0.0, 0.1], [-0.1, -0.2, -0.3], [1.7, 0.4, 0.1], [0.2, -0.4, 0.6], [1.0, 0.8, -0.7]], "mulliken_charge": [2.81, -1.14, -1.23, 0.13, 1.03, -0.38, -0.09, 1.89, 0.71, 0.09, -0.69, -1.16, -0.68, -0.54, 0.27, -0.14, -1.14, -0.91, 0.53, 0.14, 0.06, 0.46, -0.62, -1.05, -0.92, 0.08, -0.22, 0.68, 1.10, 0.40, -0.27, -0.84, -1.55, 0.05, 0.74, -0.64, -0.85, -1.01, -0.64, -1.39, 0.51, 0.15, -1.18, -1.04, -0.37, -0.52, 2.75, 0.15, -1.04, -0.41, -0.74, -0.76, -0.03, 0.16, -0.13, -0.55, -0.97, -0.76, -0.80, 0.41, 0.39, 0.42, -0.43, 0.28, 0.06, 0.43, 0.30, 0.51, -0.06, 0.34, 0.37, 0.41, 0.11, 0.54, 0.37, 0.37, 0.27, -0.62, 0.58, 0.34, 0.31, 0.37, 0.62, 0.50, 0.37, 0.48, 0.22, 0.48, 0.38, 0.41, 0.51, 0.56, 0.45, 0.38, 0.42, 0.50, -0.05, 0.39, 0.35, 0.45, 0.36, 0.74, 0.21, -1.30, 1.14, -1.03, 0.66, 0.08, -1.02, -0.81, -0.74, -0.85, 0.98, -0.72, -0.94, -0.73, -0.69, -0.61, 0.57, -0.62, -1.00, -1.07, -0.86, 0.87, 0.77, -0.43, -0.42, -0.78, -0.55, -0.74, 0.25, 0.96, 0.25, 0.52, 0.41, 0.43, 0.26, 0.54, 0.53, 0.41, 0.44, 0.38, 0.52, 0.39, 0.43, 0.49, -0.06, 0.12, 0.42, 0.40, 0.43, 0.33, -0.48, 0.49, -0.41, -0.44, 0.21, -0.08, 0.23, 0.27, 0.27, 0.08, -0.30, -0.07, -0.11, -0.29, 0.13, -0.64, -0.11]}